# 1
A structure of composition C20H40F5N2O9PSSi2, computed with ωB97M-V/def2-TZVPD.

Summary:
Maximum force ... 9.499 eV/Å
Molar mass ... 666.7 g mol⁻¹
E_tot ... -92258.3048 eV
Gap between HOMO and LUMO ... 0.2491 Ha

Structure (ORCA input):
```
! RIJCOSX wB97M-V def2-TZVPD def2/J DEFGRID3
* xyz 0 1
C 3.815 -3.436 2.286
C 2.639 -2.557 1.578
S 2.817 -0.785 2.102
C 1.459 0.162 1.257
Si -0.059 0.517 2.410
C -0.331 -0.805 3.757
C 0.544 -0.584 5.114
O 1.751 -1.410 5.152
O 0.390 2.004 3.272
C -0.773 2.386 3.993
N -1.596 2.478 4.885
O -1.434 0.929 1.455
Si -2.531 -0.365 1.169
C -3.745 -0.445 2.641
C -5.309 -0.474 2.262
C -6.037 -1.895 2.486
C -5.810 -2.525 3.960
C -5.733 -2.986 1.333
C -1.755 -2.098 0.957
O -0.599 -2.167 0.067
N -0.160 -3.472 0.185
O -0.054 -3.977 -0.887
C -3.410 0.043 -0.523
F -4.142 1.289 -0.370
F -4.310 -1.010 -0.936
C -2.404 0.281 -1.755
F -1.904 -0.937 -2.334
F -3.199 0.873 -2.807
F -1.355 1.204 -1.511
H 3.841 -4.430 1.702
H 4.836 -2.910 2.261
H 3.463 -3.587 3.378
H 1.656 -2.942 2.043
H 2.691 -2.682 0.443
H 1.898 1.213 1.028
H 1.148 -0.264 0.239
H 0.051 -1.813 3.322
H -1.411 -0.952 4.100
H 0.757 0.512 5.354
H -0.114 -0.976 5.986
H 2.472 -0.761 4.949
H -3.441 -1.338 3.293
H -3.567 0.517 3.265
H -5.834 0.265 2.987
H -5.569 -0.114 1.210
H -7.176 -1.678 2.417
H -6.616 -3.333 4.142
H -4.807 -3.101 3.910
H -5.769 -1.731 4.781
H -5.744 -4.042 1.816
H -6.583 -3.004 0.545
H -4.730 -2.844 0.806
H -1.495 -2.636 1.951
H -2.575 -2.768 0.473
O 3.025 2.024 -1.987
P 2.574 2.547 -3.359
O 3.318 1.344 -4.219
C 2.762 0.039 -4.168
C 1.445 -0.032 -4.919
O 3.774 3.694 -3.420
C 4.060 4.470 -2.259
C 5.375 4.012 -1.655
O 1.996 3.157 -4.852
C 2.790 3.797 -5.847
C 3.656 2.848 -6.651
H 2.634 -0.277 -3.128
H 3.484 -0.638 -4.630
H 0.689 0.598 -4.443
H 1.074 -1.058 -4.948
H 1.565 0.327 -5.945
H 3.245 4.408 -1.532
H 4.140 5.516 -2.567
H 5.381 2.935 -1.472
H 5.570 4.526 -0.710
H 6.200 4.218 -2.342
H 3.373 4.623 -5.437
H 2.075 4.260 -6.535
H 4.503 2.489 -6.063
H 4.059 3.354 -7.532
H 3.084 1.977 -6.980
*
```


# 2
A structure of composition C20H40NP3RuS2, computed with ωB97M-V/def2-TZVPD.

Summary:
Maximum force ... 4.396 eV/Å
Molar mass ... 552.7 g mol⁻¹
E_tot ... -74953.8659 eV
Expectation value of S² ... 6.041
Gap between HOMO and LUMO (spin up / spin down) ... 0.3153 / 0.2096 Ha

Structure (ORCA input):
```
! RIJCOSX wB97M-V def2-TZVPD def2/J DEFGRID3
* xyz 4 5
Ru 0.660 0.415 0.109
P 1.880 0.054 -1.813
P 1.503 2.646 0.038
P 0.536 -1.862 0.469
H -1.192 2.778 0.133
C -1.207 1.695 0.253
C -0.987 1.094 1.530
H -0.464 1.647 2.318
C 0.648 0.157 -3.180
C 3.245 1.154 -2.413
C 2.746 -1.541 -2.197
C 0.877 3.792 1.343
C 3.266 3.163 0.224
C 0.905 3.520 -1.480
C -0.438 -2.357 1.961
C 1.998 -2.948 0.787
C -0.292 -2.776 -0.931
H -1.795 1.233 -0.546
H -1.654 0.304 1.892
H 1.135 -0.049 -4.146
H 0.214 1.166 -3.191
H -0.153 -0.576 -3.010
H 3.535 0.832 -3.425
H 4.126 1.064 -1.765
H 2.932 2.202 -2.451
H 3.160 -1.478 -3.218
H 2.060 -2.394 -2.141
H 3.581 -1.683 -1.495
H 1.214 4.806 1.092
H 1.311 3.503 2.305
H -0.209 3.793 1.446
H 3.303 4.261 0.204
H 3.922 2.779 -0.558
H 3.641 2.818 1.194
H 0.902 4.601 -1.287
H -0.117 3.196 -1.704
H 1.526 3.325 -2.360
H -0.608 -3.445 1.965
H -1.416 -1.850 1.995
H 0.127 -2.090 2.863
H 1.643 -3.974 0.978
H 2.549 -2.589 1.667
H 2.657 -2.952 -0.087
H -1.037 -3.486 -0.542
H 0.454 -3.341 -1.510
H -0.797 -2.060 -1.598
C -4.756 -1.396 0.139
C -5.464 -1.753 -1.037
C -6.849 -1.898 -0.976
C -7.537 -1.565 0.202
C -6.839 -1.095 1.315
C -5.450 -0.985 1.285
S -3.019 -1.524 0.203
H -2.527 -0.264 -0.139
H -4.912 -1.881 -1.973
H -7.390 -2.227 -1.869
H -8.629 -1.619 0.215
H -7.373 -0.779 2.201
H -4.895 -0.564 2.115
S 4.799 -0.469 2.162
C 3.549 -0.328 3.381
C 2.323 -0.006 2.845
N 2.377 0.166 1.452
C 3.626 -0.008 0.994
H 3.764 -0.523 4.422
H 1.388 0.095 3.398
H 3.919 0.072 -0.053
*
```


# 3
A structure of composition C20H41AlBrO8S3, computed with ωB97M-V/def2-TZVPD.

Summary:
Maximum force ... 2.733 eV/Å
Molar mass ... 612.6 g mol⁻¹
E_tot ... -146931.6317 eV
Gap between HOMO and LUMO ... 0.2410 Ha

Structure (ORCA input):
```
! RIJCOSX wB97M-V def2-TZVPD def2/J DEFGRID3
* xyz -1 1
C 4.029 -5.330 -0.656
C 3.694 -4.226 0.477
C 2.138 -4.257 0.845
C 1.318 -2.957 0.418
C 1.528 -2.510 -1.104
Al -0.672 -3.402 0.758
Br -1.786 -1.599 1.938
C -1.657 -3.983 -0.963
O -2.238 -5.338 -0.883
C -1.264 -6.299 -0.572
C -1.524 -7.242 0.674
O -0.263 -6.409 -1.287
H 3.123 -5.594 -1.282
H 4.360 -6.288 -0.133
H 4.912 -4.957 -1.259
H 4.107 -3.202 0.233
H 4.258 -4.584 1.408
H 1.656 -5.160 0.360
H 2.071 -4.352 1.983
H 1.635 -2.081 1.073
H 2.443 -1.836 -1.227
H 1.547 -3.361 -1.850
H 0.627 -1.854 -1.376
H -0.753 -4.677 1.743
H -2.538 -3.295 -1.202
H -0.905 -3.891 -1.808
H -1.077 -8.253 0.420
H -1.023 -6.878 1.620
H -2.630 -7.358 0.923
C 1.862 2.904 2.427
C 3.023 3.002 1.435
C 3.518 1.578 1.165
S 2.106 0.505 1.413
O 2.367 -0.342 2.553
O 1.683 -0.022 0.140
C 0.969 1.785 1.909
H 1.316 3.846 2.506
H 2.246 2.650 3.420
H 2.667 3.451 0.502
H 3.827 3.634 1.816
H 3.882 1.465 0.144
H 4.295 1.282 1.872
H 0.281 1.400 2.661
H 0.417 2.102 1.021
C -4.083 -0.117 -0.725
C -4.625 -0.301 -2.145
C -4.156 0.897 -2.974
S -2.625 1.452 -2.228
O -2.834 2.776 -1.678
O -1.526 1.156 -3.119
C -2.622 0.275 -0.888
H -4.190 -1.024 -0.129
H -4.633 0.686 -0.222
H -4.221 -1.224 -2.571
H -5.713 -0.385 -2.155
H -3.972 0.622 -4.013
H -4.871 1.720 -2.929
H -2.197 0.730 0.006
H -2.018 -0.581 -1.197
C -1.227 5.825 -0.621
C -0.496 7.154 -0.830
C 0.004 7.624 0.539
S 0.252 6.143 1.514
O -0.691 6.149 2.608
O 1.669 5.943 1.721
C -0.322 4.992 0.277
H -1.428 5.319 -1.567
H -2.185 6.005 -0.124
H 0.356 6.999 -1.500
H -1.142 7.903 -1.291
H 0.946 8.166 0.460
H -0.738 8.241 1.046
H -0.839 4.160 0.754
H 0.550 4.629 -0.272
*
```